Here is a molecular structure, C18H21N5O2STeW in a non-equilibrium geometry from OMol25. Energies are from ωB97M-V/def2-TZVPD.

## Properties
Total energy = -1855.447749 Eh
Lowest unoccupied orbital energy (spin up / spin down) = -8.694 / -8.693 eV
Energy relative to the best compared isomer or geometry (same formula, charge and spin) = 9.2 kcal/mol
Net charge = +2

Atoms and positions in Å:
1 W -0.1041 -1.7257 -0.1818
2 C 4.4668 0.2558 3.4583
3 C 4.1282 -1.2250 3.4831
4 N 2.6885 -1.4738 3.3051
5 C 2.0764 -1.4117 2.1393
6 S 0.3231 -1.7115 2.1504
7 N 2.7251 -1.0787 1.0518
8 N 1.9525 -1.1353 -0.0681
9 C 2.4782 -0.6229 -1.1528
10 C 3.7842 0.0714 -1.1237
11 C 1.6907 -0.7835 -2.3822
12 C 2.1329 -0.4175 -3.6341
13 C 1.3314 -0.6898 -4.7411
14 C 0.1054 -1.3032 -4.5651
15 C -0.3101 -1.6044 -3.2808
16 N 0.4614 -1.3452 -2.2135
17 H 5.5353 0.3840 3.6256
18 H 3.9363 0.7914 4.2448
19 H 4.2175 0.7024 2.4961
20 H 4.3966 -1.6673 4.4401
21 H 4.6581 -1.7687 2.7020
22 H 2.1465 -1.7489 4.1093
23 H 3.8440 0.6854 -0.2254
24 H 3.9539 0.6797 -2.0054
25 H 4.5883 -0.6664 -1.0349
26 H 3.0971 0.0484 -3.7670
27 H 1.6777 -0.4284 -5.7324
28 H -0.5337 -1.5454 -5.4019
29 H -1.2682 -2.0629 -3.0806
30 O -0.8821 -3.3964 -0.1721
31 N -1.9600 -2.3732 0.1623
32 O -1.9829 -1.6862 -0.9476
33 C -2.6383 0.4602 1.6989
34 Te -0.8864 0.8883 0.5550
35 C -2.2643 1.4962 -0.9577
36 C -3.4954 1.8903 -0.1741
37 C -4.4521 2.7316 -0.7274
38 C -5.5858 3.0603 -0.0007
39 C -5.7621 2.5596 1.2818
40 C -4.8048 1.7294 1.8430
41 C -3.6725 1.3886 1.1134
42 H -2.4274 0.6470 2.7493
43 H -2.8685 -0.5966 1.5527
44 H -2.4414 0.6465 -1.6149
45 H -1.8383 2.3230 -1.5225
46 H -4.3110 3.1341 -1.7228
47 H -6.3270 3.7192 -0.4315
48 H -6.6410 2.8267 1.8521
49 H -4.9388 1.3487 2.8477